9
Properties=species:S:1:pos:R:3:forces:R:3 method="wB97M-V/def2-TZVPD" e_homo_ev="-10.2 / -9.9" de_lowest_kj_mol=331.4 spin_multiplicity=2 total_energy_ev=-14688.3472 s2=0.75
Cl 3.298395 3.059753 0.851643 2.41 3.61 -0.27
H 2.645437 2.083150 0.923736 -2.40 -3.60 0.27
C -0.441305 -1.742746 0.010204 3.27 5.33 0.66
C -1.366644 -0.659677 -0.468590 -2.09 3.44 -1.56
H 0.527439 -1.239408 -0.348523 -0.19 -2.90 -1.96
H 0.022490 -1.120753 0.842771 -1.57 -2.48 1.93
H -2.417505 -0.573501 -0.896304 1.12 -1.45 0.62
H -1.414983 0.159795 0.264170 -0.57 -0.72 0.93
H -0.853324 0.033386 -1.179107 0.03 -1.22 -0.62

=====

84
Properties=species:S:1:pos:R:3:forces:R:3 method="wB97M-V/def2-TZVPD" e_homo_ev="-12.8 / -13.9" de_lowest_kj_mol=71.5 spin_multiplicity=2 total_energy_ev=-63835.2259 charge=+2 s2=0.79
Bi 0.030515 -1.353403 -0.709505 0.28 -0.27 -0.07
C 2.813630 0.817188 -1.893773 0.15 0.13 0.04
C 1.446024 1.384427 -1.908586 -0.30 0.16 -0.02
C 1.024375 2.677968 -2.203797 -0.16 -0.20 0.12
C -0.357127 2.624566 -2.203346 0.41 0.18 0.06
N -0.742320 1.378422 -1.913269 -0.17 0.11 0.14
N 0.356286 0.627603 -1.712223 0.50 -0.21 -0.24
B -2.160737 0.761549 -2.135006 0.27 0.05 0.16
N -1.989902 -0.440494 -3.071718 -0.31 0.05 -0.56
C -2.689471 -0.835928 -4.145474 0.11 -0.28 -0.12
C -2.150120 -2.016217 -4.614210 0.06 0.13 0.14
C -1.099089 -2.313119 -3.745507 -0.52 0.34 -0.08
C -0.139817 -3.441266 -3.782857 0.11 0.03 -0.07
N -1.033464 -1.357273 -2.815534 0.20 -0.26 -0.12
N -2.715815 0.165628 -0.815578 -0.47 0.35 0.27
C -3.970666 0.290883 -0.374970 -0.15 -0.26 0.25
C -4.242361 -0.749692 0.490683 0.28 0.03 -0.04
C -3.084689 -1.519434 0.540107 -0.36 0.42 -0.16
C -2.947675 -2.831230 1.218568 0.17 -0.05 0.15
N -2.157591 -0.929676 -0.243487 0.22 -0.27 0.04
N -3.041940 1.852024 -2.616531 -0.44 0.24 -0.47
C -3.303617 2.324014 -3.867516 0.02 0.09 0.04
C -3.919316 3.536768 -3.742715 0.13 -0.20 0.12
C -3.983654 3.774995 -2.351049 0.14 -0.25 -0.38
C -4.507697 4.982339 -1.667469 0.03 0.03 0.15
N -3.451606 2.764256 -1.694688 0.11 0.14 0.67
H 3.388411 1.228994 -2.721021 0.01 -0.02 -0.02
H 3.335108 1.069092 -0.970258 0.09 -0.05 -0.01
H 2.767890 -0.262865 -2.000205 0.18 0.01 -0.06
H 1.639833 3.529675 -2.405156 0.13 0.17 -0.12
H -1.062404 3.406354 -2.395667 -0.30 0.09 -0.11
H -3.529087 -0.282437 -4.511279 -0.17 0.16 -0.04
H -2.466022 -2.577726 -5.466814 -0.09 -0.15 -0.22
H -0.483792 -4.194638 -4.484522 0.03 -0.12 0.05
H 0.832651 -3.087394 -4.123961 0.10 -0.06 -0.02
H -0.022999 -3.897777 -2.801447 0.03 -0.16 0.07
H -4.582743 1.105550 -0.705723 -0.08 0.08 -0.07
H -5.156519 -0.948419 1.008212 -0.25 -0.04 0.09
H -3.920264 -3.125217 1.607974 0.04 -0.04 -0.04
H -2.617445 -3.593354 0.515088 0.01 -0.13 -0.03
H -2.256831 -2.807273 2.057096 -0.02 -0.04 0.08
H -3.015917 1.788805 -4.747170 0.06 -0.13 -0.25
H -4.287228 4.165530 -4.524068 -0.07 0.17 -0.26
H -5.153824 5.537464 -2.339675 -0.09 0.09 0.03
H -5.058295 4.711701 -0.770534 -0.07 0.04 0.04
H -3.682108 5.630092 -1.372220 -0.03 0.08 0.01
O 5.462930 1.576419 4.412928 0.21 0.34 0.43
N 5.468443 0.750065 3.539935 -0.44 0.21 -0.01
O 6.380089 0.010590 3.276140 0.59 -0.35 -0.09
C 4.224728 0.637734 2.755736 -0.92 0.47 -0.10
C 3.265824 1.562882 3.023556 0.70 -0.23 0.10
C 1.982337 1.503277 2.426839 -0.24 -0.48 -0.58
C 0.997107 2.455697 2.726240 -0.17 -0.18 -0.21
C -0.245805 2.319129 2.158613 0.29 0.05 0.14
C -0.478481 1.237815 1.311787 -0.14 0.18 0.07
N 0.440817 0.347490 0.990078 0.12 -0.33 0.02
C 1.676564 0.460815 1.521230 0.28 0.87 0.62
C 2.721355 -0.453603 1.161316 0.78 -0.02 0.21
N 2.440956 -1.353460 0.211199 0.04 0.08 -0.09
C 3.348390 -2.235030 -0.156216 -0.02 0.06 0.04
C 4.618917 -2.276078 0.405121 0.03 0.19 0.26
C 4.949117 -1.355052 1.377638 -0.03 -0.26 -0.30
C 4.002248 -0.392162 1.779987 -0.17 -0.10 -0.25
H 3.473052 2.360277 3.724815 0.05 -0.09 0.05
H 1.241911 3.274707 3.384686 -0.06 0.11 0.11
H -1.036216 3.025859 2.344335 -0.13 0.07 0.04
H -1.451764 1.114269 0.871107 -0.20 -0.02 -0.08
H 3.051238 -2.930954 -0.928473 0.04 -0.15 -0.13
H 5.334208 -3.016338 0.085019 0.05 -0.06 -0.05
H 5.931008 -1.374875 1.823739 -0.10 0.04 -0.06
C 0.608848 -3.194497 1.639755 -0.08 -0.31 -0.11
C 0.915975 -2.398130 2.733061 0.07 0.35 0.71
C 2.189204 -2.473284 3.359910 -0.30 -0.20 -0.09
C 2.476118 -1.727602 4.476319 0.01 0.06 0.10
C 1.532068 -0.845892 4.996273 -0.03 -0.04 -0.05
C 0.280478 -0.734864 4.392218 -0.03 0.07 0.09
C -0.026556 -1.489584 3.288623 0.07 -0.30 0.00
H -0.406790 -3.329399 1.325199 -0.34 -0.10 -0.02
H 1.333093 -3.883139 1.241883 0.16 -0.16 -0.09
H 2.912670 -3.176066 2.975276 0.12 -0.10 -0.06
H 3.429303 -1.843119 4.969575 0.13 0.02 0.03
H 1.764850 -0.263487 5.872259 0.02 0.07 0.15
H -0.458365 -0.063526 4.802922 -0.07 0.07 0.07
H -1.000439 -1.397939 2.830170 -0.11 0.02 0.00

=====

10
Properties=species:S:1:pos:R:3:forces:R:3 method="wB97M-V/def2-TZVPD" e_homo_ev=-9.3 de_lowest_kj_mol=197.7 spin_multiplicity=1 smiles="C#C/C=C(/O)C#N" total_energy_ev=-8767.9570
C -0.316528 2.562401 -0.079003 0.16 -0.44 -0.01
C 0.039969 1.422492 -0.240946 -0.15 0.43 0.11
C 0.359538 0.086274 -0.606973 -0.09 -0.12 -0.01
C 0.103351 -1.024304 0.104205 0.06 0.38 0.00
O 0.175035 -2.271288 -0.416533 0.08 -0.08 -0.14
C -0.219766 -1.031275 1.509828 -0.17 0.03 1.01
N -0.402423 -1.068313 2.652193 0.11 0.08 -1.19
H -0.655673 3.564362 0.061419 0.11 -0.13 0.04
H 0.774634 -0.055111 -1.604609 -0.20 0.02 0.05
H 0.141863 -2.185237 -1.379581 0.10 -0.17 0.14